Here is a 2-piece molecular cluster, C4H6N2O overall from the OMol25 dataset. Energies are from ωB97M-V with the def2-TZVPD basis set.

The geometry in XYZ format:
```
13
Properties=species:S:1:pos:R:3:forces:R:3
C 1.927 -1.963 1.259 -0.2 0.1 0.2
O 1.230 -1.494 2.123 0.3 -0.2 -0.3
C 0.274 0.625 -0.168 0.1 0.0 0.0
N 0.066 0.206 -1.409 0.0 0.1 0.2
N -1.202 0.557 -1.663 -0.2 0.0 -0.1
C -1.803 1.184 -0.624 0.1 0.0 0.0
C -0.866 1.246 0.381 0.0 0.0 0.0
H 2.935 -2.367 1.480 -0.1 0.0 0.0
H 1.607 -2.001 0.200 0.0 0.0 0.1
H 1.237 0.470 0.298 -0.2 0.1 -0.1
H -1.596 0.345 -2.565 0.0 0.0 0.1
H -2.826 1.528 -0.681 0.2 -0.1 0.0
H -0.984 1.665 1.370 0.0 -0.1 -0.2
```
Positions in Å, forces in eV/Å.

Summary:
HOMO-LUMO gap = 0.3799 Ha
Relative energy (zero: lowest compared OMol25 entry of this formula, charge and spin) = 47.9 kcal/mol
Electronic energy = -340.7186 a.u.
2S+1 = 1


Here is a 2-piece molecular cluster, C4H6N2O overall in a non-equilibrium geometry from the OMol25 dataset. Energies are from ωB97M-V with the def2-TZVPD basis set.

The geometry in XYZ format:
```
13
Properties=species:S:1:pos:R:3:forces:R:3
O 1.719 2.596 0.834 -0.9 -2.0 0.8
C 1.270 1.617 1.226 1.0 2.2 -0.6
N 1.434 -0.235 -0.780 0.2 -0.2 -0.3
C 0.412 -1.056 -0.166 -0.1 -0.1 0.0
C -0.795 -0.209 -0.113 -0.1 0.4 0.0
C -2.082 0.147 0.415 -0.4 -0.1 0.2
N -1.125 0.953 -0.451 0.2 -0.5 0.0
H 2.325 -0.710 -0.820 0.0 0.0 -0.2
H 0.668 -1.320 0.869 0.1 0.1 -0.2
H 0.208 -1.997 -0.700 -0.1 0.1 0.2
H 1.110 -0.022 -1.718 0.4 0.2 0.0
H -2.998 -0.198 -0.057 0.0 0.0 0.1
H -2.145 0.433 1.464 -0.2 0.1 -0.1
```
Positions in Å, forces in eV/Å.

Summary:
HOMO-LUMO gap = 0.3941 Ha
Relative energy (zero: lowest compared OMol25 entry of this formula, charge and spin) = 70.6 kcal/mol
Electronic energy = -340.6823 a.u.
2S+1 = 1


Here is the molecule C4H6N2O from the OMol25 dataset. Energies are from ωB97M-V with the def2-TZVPD basis set.

The geometry in XYZ format:
```
13
Properties=species:S:1:pos:R:3:forces:R:3
N -0.672 -1.891 -0.805 0.0 0.0 0.1
C -0.367 -0.646 -0.309 0.1 0.1 0.2
C 1.052 -0.170 -0.436 0.0 -0.1 -0.1
O 2.027 -0.866 -0.640 -0.3 0.2 -0.3
N 1.018 1.181 -0.180 0.3 -0.3 0.3
C -0.137 1.445 0.672 -0.2 0.1 -0.2
C -1.059 0.293 0.353 0.1 -0.1 0.0
H 0.156 -2.454 -0.961 -0.1 0.1 0.0
H -1.418 -2.392 -0.346 0.1 0.1 -0.1
H 0.194 1.370 1.711 -0.2 0.2 0.2
H 1.902 1.604 0.064 0.0 -0.1 0.0
H -0.561 2.436 0.492 0.0 -0.1 0.0
H -2.083 0.243 0.708 0.2 0.0 -0.1
```
Positions in Å, forces in eV/Å.

Summary:
HOMO-LUMO gap = 0.3536 Ha
Relative energy (zero: lowest compared OMol25 entry of this formula, charge and spin) = 8.7 kcal/mol
Electronic energy = -340.7810 a.u.
2S+1 = 1


Here is the molecule C4H6N2O in a non-equilibrium geometry from the OMol25 dataset. Energies are from ωB97M-V with the def2-TZVPD basis set.

The geometry in XYZ format:
```
13
Properties=species:S:1:pos:R:3:forces:R:3
O 1.338 2.005 0.849 -0.5 0.1 -0.4
C 0.841 1.101 0.238 0.4 0.4 0.3
N 1.377 -0.167 0.174 0.1 0.6 -0.1
C 0.533 -1.134 -0.453 -0.6 0.7 -0.4
C -0.712 -0.209 -0.642 2.1 -2.5 0.9
C -1.404 0.595 0.464 0.0 0.0 0.8
N -0.435 1.180 -0.594 0.1 -0.4 -0.6
H 2.059 -0.415 0.877 -0.1 0.2 -0.2
H 0.612 -2.111 0.081 -1.2 0.9 -0.1
H 0.776 -1.369 -1.479 0.9 -0.1 -0.5
H -1.489 -0.454 -1.375 0.4 -0.3 0.3
H -2.063 -0.246 0.529 -3.1 1.2 -1.1
H -1.432 1.225 1.331 1.6 -0.9 1.1
```
Positions in Å, forces in eV/Å.

Summary:
HOMO-LUMO gap = 0.3191 Ha
Relative energy (zero: lowest compared OMol25 entry of this formula, charge and spin) = 125.9 kcal/mol
Electronic energy = -340.5942 a.u.
2S+1 = 1


Here is C4H6N2O as an isolated structure from the OMol25 dataset. Energies are from ωB97M-V with the def2-TZVPD basis set.

The geometry in XYZ format:
```
13
Properties=species:S:1:pos:R:3:forces:R:3
C -2.460 0.160 -0.134 -0.1 0.0 0.0
C -0.987 -0.074 -0.249 -0.3 -0.1 -0.2
N -0.548 -0.845 -1.220 -0.4 0.2 0.2
O 0.839 -0.881 -1.074 0.3 0.2 0.3
C 1.039 -0.094 0.010 0.0 0.1 0.2
N 2.428 0.080 0.459 0.2 0.0 0.0
C 0.022 0.489 0.646 0.1 -0.3 -0.4
H -3.007 -0.390 -0.904 0.0 0.1 0.1
H -2.811 -0.154 0.855 0.1 0.0 -0.1
H -2.681 1.229 -0.228 0.1 -0.2 0.0
H 3.046 0.556 -0.206 -0.2 -0.1 0.0
H 2.889 -0.774 0.786 -0.1 0.1 -0.1
H 2.231 0.699 1.259 0.2 0.0 0.0
```
Positions in Å, forces in eV/Å.

Summary:
HOMO-LUMO gap = 0.2891 Ha
Relative energy (zero: lowest compared OMol25 entry of this formula, charge and spin) = 115.4 kcal/mol
Electronic energy = -340.6110 a.u.
2S+1 = 1


Here is the molecule C4H6N2O from the OMol25 dataset. Energies are from ωB97M-V with the def2-TZVPD basis set.

The geometry in XYZ format:
```
13
Properties=species:S:1:pos:R:3:forces:R:3
C -2.359 0.001 -0.061 -0.1 0.0 0.0
C -0.872 0.090 -0.203 -0.1 -0.1 -0.1
N -0.311 -0.071 -1.376 -0.2 0.0 0.4
O 1.025 -0.067 -1.225 0.1 0.0 0.1
C 1.282 0.183 0.159 -0.1 -0.2 0.1
N 2.538 -0.234 0.625 0.0 -0.1 -0.1
C 0.062 0.216 0.913 0.1 -0.1 -0.3
H -2.791 -0.563 -0.891 0.0 0.1 0.1
H -2.586 -0.508 0.880 0.0 0.1 -0.1
H -2.828 0.989 -0.023 0.1 -0.1 0.0
H 3.257 -0.173 -0.085 -0.1 0.0 0.1
H 2.488 -1.179 0.986 0.1 0.1 0.0
H 1.095 1.317 0.302 0.0 0.1 0.0
```
Positions in Å, forces in eV/Å.

Summary:
HOMO-LUMO gap = 0.3283 Ha
Relative energy (zero: lowest compared OMol25 entry of this formula, charge and spin) = 120.1 kcal/mol
Electronic energy = -340.6035 a.u.
2S+1 = 1


Here is the molecule C4H6N2O in a non-equilibrium geometry from the OMol25 dataset. Energies are from ωB97M-V with the def2-TZVPD basis set.

The geometry in XYZ format:
```
13
Properties=species:S:1:pos:R:3:forces:R:3
C 1.142 -1.511 0.908 -0.1 0.8 -1.2
C 1.511 -1.015 -0.400 -2.0 3.5 -3.4
C -0.428 0.128 1.076 0.7 2.2 -1.0
C -0.929 1.161 -1.128 -2.2 -1.6 -1.6
N 0.206 -1.019 1.607 0.6 -0.3 0.6
N -0.059 0.504 -0.220 3.0 -2.1 -0.2
O 2.064 -0.911 -1.435 -0.5 -1.1 2.9
H 1.675 -2.377 1.136 0.7 -1.4 0.9
H -1.478 -0.090 1.055 -1.0 0.3 1.0
H -0.028 0.999 1.746 -1.3 -1.4 -0.2
H -0.668 1.041 -2.258 -0.3 -0.8 1.9
H -2.090 0.873 -0.955 2.3 0.4 -0.6
H -0.918 2.217 -1.132 0.2 1.6 0.9
```
Positions in Å, forces in eV/Å.

Summary:
HOMO-LUMO gap (alpha / beta) = 0.2485 / 0.2483 Ha
Relative energy (zero: lowest compared OMol25 entry of this formula, charge and spin) = 115.2 kcal/mol
Electronic energy = -340.6113 a.u.
2S+1 = 1


Here is the molecule C4H6N2O in a non-equilibrium geometry from the OMol25 dataset. Energies are from ωB97M-V with the def2-TZVPD basis set.

The geometry in XYZ format:
```
13
Properties=species:S:1:pos:R:3:forces:R:3
C -0.616 -1.738 -0.152 0.1 0.1 -0.1
N -0.068 -0.410 -0.213 1.5 -2.1 -2.4
N -0.856 0.701 -0.604 1.8 0.0 3.8
C 1.285 0.002 0.158 -1.4 -0.2 -0.5
C -0.224 1.585 0.255 -0.2 4.3 -2.1
C 1.128 1.431 0.351 -1.6 -0.9 0.8
O 2.223 -0.728 0.385 -0.4 -0.4 -0.2
H -1.723 0.852 -1.111 0.3 -1.0 0.6
H -0.779 2.454 0.588 0.1 0.3 -0.4
H 1.873 2.102 0.734 -0.1 0.0 0.4
H 0.194 -2.471 -0.155 0.0 0.2 0.0
H -1.177 -1.853 0.779 -0.2 -0.2 -0.1
H -1.259 -1.926 -1.017 0.0 -0.1 0.1
```
Positions in Å, forces in eV/Å.

Summary:
HOMO-LUMO gap = 0.3274 Ha
Relative energy (zero: lowest compared OMol25 entry of this formula, charge and spin) = 78.9 kcal/mol
Electronic energy = -340.6692 a.u.
2S+1 = 1


Here is the molecule C4H6N2O in a non-equilibrium geometry from the OMol25 dataset. Energies are from ωB97M-V with the def2-TZVPD basis set.

The geometry in XYZ format:
```
13
Properties=species:S:1:pos:R:3:forces:R:3
C -1.953 -0.061 -0.304 -0.4 0.0 -0.2
O -0.978 -1.118 -0.378 0.2 0.2 -0.2
C 0.206 -0.471 -0.317 0.2 0.3 0.1
C 0.367 0.890 -0.391 0.4 0.1 -0.7
N 1.446 1.284 0.344 0.8 -0.4 -0.6
C 1.997 0.172 0.748 0.4 0.0 0.0
N 1.312 -0.949 0.330 -0.2 0.2 0.5
H -2.110 0.359 -1.301 -0.2 -0.1 0.0
H -1.444 0.724 0.283 -1.3 -0.3 0.2
H -2.891 -0.427 0.106 0.1 -0.2 0.0
H -0.166 1.522 -1.091 0.0 0.3 0.7
H 2.936 0.136 1.269 0.0 -0.2 0.1
H 1.504 -1.915 0.543 0.0 0.2 0.2
```
Positions in Å, forces in eV/Å.

Summary:
HOMO-LUMO gap = 0.3318 Ha
Relative energy (zero: lowest compared OMol25 entry of this formula, charge and spin) = 51.2 kcal/mol
Electronic energy = -340.7132 a.u.
2S+1 = 1


Here is the molecule C4H6N2O in a non-equilibrium geometry from the OMol25 dataset. Energies are from ωB97M-V with the def2-TZVPD basis set.

The geometry in XYZ format:
```
13
Properties=species:S:1:pos:R:3:forces:R:3
C -0.261 -1.068 0.021 0.5 1.0 -0.1
N 1.145 0.887 -0.156 2.5 -2.7 2.6
C -0.902 0.146 -0.587 -0.1 1.2 -0.6
C 0.974 -0.396 0.636 -0.1 1.4 -0.1
C -0.057 1.196 -0.694 -2.9 -0.8 -0.2
O -2.224 0.117 -0.920 -0.4 0.1 -0.3
N 1.566 -0.697 1.716 1.4 0.6 -1.4
H -2.502 1.015 -1.162 0.1 -0.5 0.1
H 1.786 1.613 0.134 -0.1 -0.4 0.3
H 1.596 -1.691 1.950 -0.9 0.4 0.1
H 0.058 -1.798 -0.725 -0.2 -0.1 -0.1
H -0.882 -1.530 0.790 0.2 0.0 -0.1
H -0.296 2.205 -1.004 0.1 -0.2 -0.2
```
Positions in Å, forces in eV/Å.

Summary:
HOMO-LUMO gap = 0.3017 Ha
Relative energy (zero: lowest compared OMol25 entry of this formula, charge and spin) = 48.1 kcal/mol
Electronic energy = -340.7183 a.u.
2S+1 = 1